Entry i
17
Properties=species:S:1:pos:R:3:mulliken_charge:R:1 method="wB97M-V/def2-TZVPD" homo_lumo_gap_ev="7.7 / 7.7" charge=+1 homo_energy_ev="-11.692 / -11.692" e_lumo_ha="-0.148 / -0.148" multiplicity=1
C 0.64 -1.49 2.68 0.025
C -0.13 0.34 -0.22 -0.084
C -1.64 -0.53 2.18 -0.449
C 0.76 0.21 -1.34 0.169
C 0.30 0.13 -2.75 -1.104
N -0.48 -1.18 2.61 -0.077
N 0.76 1.47 -0.61 -0.203
S -1.66 0.28 0.23 -0.150
H 1.60 -1.83 2.98 0.413
H -2.40 -1.30 2.21 0.321
H -1.87 0.09 3.12 0.308
H 1.68 -0.31 -1.19 0.334
H -0.77 0.55 -2.83 0.289
H 0.07 -1.00 -2.86 0.297
H 1.10 0.57 -3.36 0.340
H 0.44 2.39 -0.88 0.286
H 1.59 1.62 0.02 0.285


Entry ii
17
Properties=species:S:1:pos:R:3:mulliken_charge:R:1 method="wB97M-V/def2-TZVPD" homo_lumo_gap_ev=8.2 charge=+1 smiles="C[N+]1(C)C=CC(=S)N1" homo_energy_ev=-12.845 e_lumo_ha=-0.169 multiplicity=1
C -1.14 0.46 1.21 -0.776
N -0.34 0.17 0.01 0.319
C -1.08 0.46 -1.23 -0.760
C 0.11 -1.37 0.02 -0.468
C 1.43 -1.41 0.00 -0.317
C 1.99 -0.07 0.01 0.322
S 3.54 0.39 -0.01 -0.230
N 0.91 0.79 0.04 -0.479
H -2.08 -0.09 1.18 0.394
H -0.58 0.16 2.10 0.342
H -1.35 1.53 1.27 0.358
H -1.42 1.49 -1.22 0.355
H -0.42 0.30 -2.08 0.342
H -1.94 -0.20 -1.33 0.387
H -0.67 -2.10 0.02 0.478
H 2.04 -2.30 -0.02 0.484
H 1.00 1.79 0.03 0.249


The structure with the most favorable energy is entry ii; the runner-up is 79.6 kcal/mol above it.